C34H51N9O8 | ωB97M-V/def2-TZVPD

```
102
Properties=species:S:1:pos:R:3:forces:R:3:mulliken_charge:R:1
O -2.736 4.349 0.896 -0.933 -0.920 0.620 -0.542
C -1.962 4.713 0.071 0.273 1.261 0.262 0.128
O -1.165 5.767 0.342 0.340 0.794 -1.102 -0.360
C -0.356 6.095 -0.837 1.385 0.006 0.857 -0.198
C -0.997 5.376 -2.012 1.005 -1.813 0.890 -0.759
C -1.711 4.223 -1.302 1.619 -0.975 -0.111 0.478
H 0.695 5.682 -0.564 -1.657 0.835 -0.725 0.062
H -0.323 7.194 -1.038 -0.003 -0.836 0.758 0.312
H -0.202 4.932 -2.612 -0.212 0.414 -0.463 0.270
H -1.678 5.944 -2.586 -0.532 0.865 -0.590 0.387
H -0.952 3.398 -1.159 -0.822 0.505 -0.170 -0.327
H -2.573 3.817 -1.787 -0.544 -0.210 -0.156 0.461
O -2.152 -1.027 0.047 -0.105 -0.137 0.260 -0.463
C -0.984 -1.280 -0.142 -0.754 1.818 0.290 0.105
O -0.604 -2.095 -1.106 1.481 -0.507 0.452 -0.208
C 0.850 -2.372 -0.902 -0.639 -0.267 -0.436 -0.531
C 1.207 -1.803 0.475 -0.136 0.989 -0.623 0.496
C 0.203 -0.612 0.573 0.125 -1.978 0.628 0.788
H 1.400 -1.894 -1.729 -0.263 0.077 0.397 0.196
H 0.958 -3.441 -1.040 0.079 -0.143 0.213 0.166
H 2.257 -1.552 0.428 0.201 0.386 0.246 -0.157
H 1.056 -2.427 1.352 -0.131 -0.564 -0.257 -0.006
H 0.508 0.244 0.010 0.215 0.591 -0.526 -0.136
H -0.006 -0.303 1.613 -0.065 -0.203 -0.683 -0.514
O 5.048 1.593 1.683 0.408 -1.345 0.766 -0.551
C 4.485 1.917 0.698 -1.940 2.338 -0.187 0.359
O 3.528 1.201 0.015 1.252 -0.189 1.655 -0.129
C 3.219 1.871 -1.163 -0.908 0.214 -3.336 -0.240
C 3.479 3.373 -1.034 1.132 0.034 -0.023 0.124
C 4.609 3.293 0.038 -0.033 0.045 -1.488 -0.629
H 2.176 1.598 -1.466 0.894 0.232 0.287 0.051
H 3.914 1.540 -1.968 -0.520 -0.315 0.354 0.242
H 2.591 3.893 -0.683 0.108 0.087 0.412 -0.260
H 3.834 3.923 -1.970 -0.542 -1.187 1.040 0.377
H 4.612 4.238 0.569 0.180 -0.541 1.078 0.345
H 5.619 3.160 -0.380 -0.198 0.540 -0.511 0.294
O 0.852 -0.570 -4.553 -0.362 0.214 0.155 -0.666
C -0.289 -0.241 -4.341 0.150 0.216 0.059 0.508
O -0.608 0.751 -3.483 0.879 0.251 -0.195 -0.354
C -2.039 0.983 -3.350 1.840 -0.628 2.881 0.337
C -2.698 0.002 -4.264 -0.450 -0.546 -1.435 -0.464
C -1.548 -0.841 -4.887 -0.031 -0.708 0.948 0.159
H -2.155 2.038 -3.531 -0.491 0.287 -0.288 0.290
H -2.165 0.792 -2.219 -0.535 0.285 -1.863 -0.312
H -3.188 0.565 -5.091 -0.207 -0.643 0.745 0.300
H -3.368 -0.642 -3.680 -0.153 0.368 -0.562 0.259
H -1.491 -0.939 -5.963 -0.196 0.367 -0.234 0.374
H -1.524 -1.888 -4.523 -0.314 0.515 -0.047 -0.459
C 5.405 -3.121 -1.792 1.101 0.186 -0.414 -0.966
C 4.169 -3.860 -2.003 -0.822 0.060 -0.296 0.614
N 3.174 -4.337 -2.351 0.954 0.254 0.590 -0.486
H 6.225 -3.596 -2.311 0.032 -0.451 -0.546 0.352
H 5.830 -2.996 -0.809 -0.856 -0.267 0.666 0.311
H 5.355 -2.129 -2.225 -0.434 0.188 -0.131 0.232
C 0.524 -6.224 2.208 1.110 0.167 0.064 -0.682
C 0.872 -5.223 3.178 -0.100 1.712 1.400 0.434
N 0.993 -4.393 3.974 0.188 -0.659 -0.705 -0.499
H -0.527 -6.133 2.062 -0.752 -0.341 -0.463 0.174
H 0.825 -7.162 2.648 -0.179 -0.572 -0.239 0.353
H 1.092 -6.025 1.300 -0.241 -0.224 -0.145 0.228
C -0.624 -5.683 -3.463 1.891 -1.899 -1.664 -0.992
C -1.589 -4.649 -3.489 -2.194 1.052 0.180 0.718
N -2.490 -3.922 -3.549 1.095 -0.506 0.069 -0.557
H 0.405 -5.310 -3.679 -0.729 -0.197 0.269 0.228
H -0.868 -6.451 -4.251 0.157 1.041 0.285 0.340
H -0.600 -6.331 -2.603 -0.163 0.509 0.874 0.281
C -3.137 4.963 3.908 0.839 1.498 2.006 -1.006
C -2.826 3.634 4.195 0.426 -3.401 0.416 0.591
N -2.601 2.520 4.407 -0.126 1.006 -0.144 -0.457
H -3.434 5.094 2.939 -0.590 0.383 -2.509 0.242
H -2.280 5.563 4.161 0.651 0.385 -0.418 0.284
H -3.852 5.337 4.594 -1.182 0.151 0.629 0.391
C -2.260 -0.669 3.637 0.048 1.316 -0.913 -0.503
C -0.892 -0.272 4.015 -2.699 -0.321 -0.692 0.564
N 0.111 0.170 4.298 2.014 0.132 0.523 -0.569
H -2.995 0.009 4.131 0.725 -0.205 -0.594 0.340
H -2.442 -1.627 4.028 -0.235 -1.488 0.272 0.441
H -2.370 -0.672 2.504 0.117 0.004 1.433 -0.189
C -3.725 -4.126 -0.479 0.261 0.154 -0.238 -0.519
C -2.700 -5.179 -0.358 0.816 0.319 -0.820 0.475
N -1.827 -5.933 -0.285 -0.815 0.422 0.104 -0.556
H -3.397 -3.248 0.079 0.232 0.090 -0.310 -0.057
H -4.542 -4.510 0.080 -1.186 -0.238 0.291 0.438
H -4.050 -3.823 -1.511 0.734 -0.638 0.972 0.256
C -4.297 1.199 1.051 -2.027 -0.295 -1.152 -0.290
C -4.560 0.965 -0.404 1.140 0.329 0.522 0.375
N -4.605 0.795 -1.542 -0.399 0.072 0.351 -0.538
H -5.038 0.571 1.550 0.354 -0.211 0.335 0.417
H -4.592 2.210 1.309 0.394 0.296 -0.075 0.348
H -3.294 0.953 1.328 0.476 -0.060 -0.026 -0.240
C 3.790 -1.361 3.125 0.367 0.720 1.354 -0.320
C 4.224 -2.281 2.111 1.228 -2.174 -2.299 0.420
N 4.573 -2.962 1.223 -0.913 1.565 2.319 -0.541
H 2.925 -1.711 3.708 0.281 -0.021 -0.360 0.260
H 3.548 -0.464 2.582 -0.407 0.578 -0.071 -0.111
H 4.603 -1.045 3.837 -0.632 -0.660 -0.787 0.339
C 1.007 2.960 4.029 1.629 -0.892 0.687 -0.755
C 0.969 3.495 2.713 -0.175 1.507 -4.410 0.540
N 0.929 3.956 1.629 0.188 -1.403 3.030 -0.439
H 1.028 3.798 4.686 -0.471 0.584 0.851 0.392
H 1.999 2.460 4.222 -1.017 0.221 -0.434 0.266
H 0.214 2.239 4.210 -0.002 0.344 0.124 0.024
```
Forces are in eV/Å.

2S+1: 1
Charge: 0
LUMO level: 0.022 Ha
HOMO level: -0.3599 hartree